{"formula": "C30H65F5N9O10", "method": "wB97M-V/def2-TZVPD", "e_tot_ha": -2926.71279, "total_charge": -1, "orbital_gap_ev": 3.5, "e_lumo_ev": 1.99, "species": ["O", "C", "C", "F", "F", "C", "F", "F", "F", "H", "H", "C", "C", "O", "N", "C", "H", "H", "H", "H", "H", "H", "H", "C", "C", "O", "N", "C", "H", "H", "H", "H", "H", "H", "H", "C", "C", "O", "N", "C", "H", "H", "H", "H", "H", "H", "H", "C", "C", "O", "N", "C", "H", "H", "H", "H", "H", "H", "H", "C", "C", "O", "N", "C", "H", "H", "H", "H", "H", "H", "H", "C", "C", "O", "N", "C", "H", "H", "H", "H", "H", "H", "H", "C", "C", "O", "N", "C", "H", "H", "H", "H", "H", "H", "H", "C", "C", "O", "N", "C", "H", "H", "H", "H", "H", "H", "H", "C", "C", "O", "N", "C", "H", "H", "H", "H", "H", "H", "H"], "coordinates": [[2.9546, -2.0462, 1.3236], [3.1389, -0.7422, 0.6649], [3.1147, -0.9316, -0.7717], [3.6734, -2.0850, -1.1868], [1.7397, -1.0035, -1.2633], [3.6964, 0.2547, -1.5521], [3.3557, 1.4071, -1.0381], [5.0222, 0.2369, -1.5895], [3.2853, 0.1722, -2.8252], [2.6392, -1.8125, 2.2003], [2.2394, -0.1560, 0.8973], [7.1976, 2.1586, -2.5600], [7.6187, 3.5157, -3.0634], [7.4950, 4.5338, -2.3995], [8.1588, 3.5823, -4.3155], [8.3860, 2.4976, -5.2496], [6.7897, 2.2573, -1.5581], [6.4282, 1.7356, -3.2060], [8.0605, 1.4912, -2.5189], [8.4193, 4.5156, -4.5923], [9.4511, 2.4441, -5.4871], [7.8327, 2.6938, -6.1705], [8.0652, 1.5464, -4.8392], [-1.2041, -4.6028, -4.1197], [-0.7078, -3.8170, -2.9252], [-1.4583, -3.1138, -2.2663], [0.6083, -3.9237, -2.6062], [1.6240, -4.7053, -3.2766], [-2.2656, -4.4195, -4.2513], [-0.6854, -4.2891, -5.0270], [-1.0543, -5.6720, -3.9578], [0.8840, -3.3769, -1.7989], [2.0520, -5.4195, -2.5696], [2.4182, -4.0388, -3.6194], [1.2177, -5.2448, -4.1268], [-5.3157, -4.5716, -3.4166], [-5.3275, -4.7400, -4.9127], [-4.3050, -4.9259, -5.5542], [-6.5346, -4.6740, -5.5431], [-7.8378, -4.4552, -4.9482], [-4.2920, -4.6419, -3.0587], [-5.7130, -3.5935, -3.1445], [-5.9063, -5.3563, -2.9403], [-6.4756, -4.7945, -6.5418], [-8.4849, -5.3061, -5.1763], [-8.2812, -3.5536, -5.3779], [-7.7679, -4.3366, -3.8711], [9.7351, 3.1662, 0.5249], [9.1152, 1.9405, 1.1542], [7.9180, 1.7402, 1.1396], [9.9551, 1.0429, 1.7539], [11.3972, 1.1048, 1.8735], [8.9498, 3.7797, 0.0902], [10.2585, 3.7537, 1.2816], [10.4272, 2.8752, -0.2677], [9.4746, 0.2506, 2.1514], [11.8368, 0.2269, 1.3944], [11.6722, 1.0986, 2.9309], [11.7972, 1.9999, 1.4085], [1.2082, 3.0960, -0.7025], [-0.1607, 3.3446, -0.1168], [-0.5610, 2.7793, 0.8873], [-0.9619, 4.2487, -0.7546], [-0.6733, 5.0209, -1.9483], [1.7275, 2.3665, -0.0982], [1.1216, 2.7093, -1.7182], [1.7845, 4.0240, -0.7038], [-1.8590, 4.3710, -0.3127], [-0.7422, 6.0851, -1.7126], [-1.4154, 4.7846, -2.7150], [0.3175, 4.8076, -2.3349], [-8.4169, -2.0459, 0.2985], [-8.4503, -2.2314, -1.1956], [-7.4338, -2.4290, -1.8434], [-9.6631, -2.1728, -1.8143], [-10.9633, -1.9507, -1.2122], [-7.3873, -2.1196, 0.6362], [-8.8028, -1.0601, 0.5638], [-8.9985, -2.8138, 0.7925], [-9.6129, -2.3037, -2.8124], [-11.6095, -2.8043, -1.4268], [-11.4122, -1.0550, -1.6467], [-10.8871, -1.8250, -0.1372], [0.6108, -2.3029, 6.5299], [1.6180, -2.2248, 5.4051], [1.2829, -2.1423, 4.2405], [2.9405, -2.2488, 5.7366], [3.5350, -2.3415, 7.0537], [-0.3891, -2.2721, 6.1070], [0.7277, -3.2371, 7.0822], [0.7294, -1.4553, 7.2069], [3.5543, -2.1921, 4.9366], [4.1625, -1.4646, 7.2274], [4.1625, -3.2344, 7.1033], [2.7786, -2.3960, 7.8301], [-8.7460, -3.6713, 5.1786], [-8.3287, -3.0518, 3.8666], [-9.0628, -3.0511, 2.8866], [-7.0979, -2.4872, 3.8020], [-6.0944, -2.3920, 4.8471], [-9.7473, -4.0784, 5.0729], [-8.0673, -4.4810, 5.4495], [-8.7572, -2.9186, 5.9680], [-6.8819, -2.0929, 2.8993], [-5.8675, -1.3409, 5.0302], [-5.1840, -2.8924, 4.5149], [-6.4352, -2.8487, 5.7701], [-1.3718, 8.2659, 1.8157], [-0.3024, 8.2416, 0.7507], [-0.5717, 8.2815, -0.4401], [0.9909, 8.1691, 1.1590], [1.5039, 8.1095, 2.5147], [-2.3445, 8.3230, 1.3361], [-1.3315, 7.3551, 2.4146], [-1.2484, 9.1383, 2.4592], [1.6518, 8.1545, 0.3976], [2.1658, 8.9609, 2.6854], [2.0776, 7.1900, 2.6400], [0.7026, 8.1301, 3.2455]]}